Record 1
{
  "formula": "C3H12N3O",
  "method": "wB97M-V/def2-TZVPD",
  "energy_ha": -360.7059,
  "total_charge": 1,
  "gap_ha": 0.391,
  "homo_ev": -13.68,
  "symbols": ["O", "N", "N", "N", "C", "C", "C", "H", "H", "H", "H", "H", "H", "H", "H", "H", "H", "H", "H"],
  "positions_angstrom": [[-0.025, 1.778, 1.267], [1.303, -0.837, -0.234], [-1.071, -0.831, -0.982], [0.871, -0.117, -2.285], [-1.522, -1.750, 0.202], [0.059, 2.042, 2.600], [0.280, -0.674, -1.126], [0.924, -0.799, 0.833], [0.498, 0.075, -3.216], [2.280, -0.633, -0.269], [1.862, 0.078, -2.374], [1.035, 2.126, 2.896], [0.468, 2.368, 0.648], [-1.974, -2.602, -0.179], [-1.749, -0.916, -1.875], [-0.794, -2.000, 0.971], [-2.174, -1.038, 0.836], [-0.673, 2.855, 2.961], [-0.123, 1.051, 3.087]]
}

Record 2
{
  "formula": "C14H20CeCl2F6O3",
  "method": "wB97M-V/def2-TZVPD",
  "energy_ha": -2766.0512,
  "total_charge": -2,
  "gap_ha": 0.147,
  "homo_ev": 0.45,
  "symbols": ["Ce", "Cl", "Cl", "F", "F", "F", "F", "F", "F", "O", "O", "O", "C", "C", "C", "C", "C", "C", "C", "C", "C", "C", "C", "C", "C", "C", "H", "H", "H", "H", "H", "H", "H", "H", "H", "H", "H", "H", "H", "H", "H", "H", "H", "H", "H", "H"],
  "positions_angstrom": [[0.347, -0.033, -0.111], [2.180, 0.857, 1.645], [2.054, 0.292, -2.017], [1.233, -5.024, 1.954], [2.986, -1.655, 0.219], [1.672, -3.104, -0.764], [3.168, -3.778, 0.696], [-0.318, -4.197, 0.635], [-0.443, -3.892, 2.796], [1.743, -0.887, -4.970], [0.267, -1.648, 1.416], [-0.453, -1.607, -1.305], [-3.151, 0.085, -0.610], [0.274, 3.450, 1.289], [-2.146, 1.574, 2.062], [-1.296, 1.099, -3.032], [-1.192, 1.516, -1.594], [-2.018, 1.070, -0.521], [0.799, 3.224, -1.811], [0.436, -3.939, 1.751], [2.041, -2.396, 2.926], [2.251, -2.797, 0.440], [-0.438, 2.518, 0.351], [-1.546, 1.684, 0.688], [-0.219, 2.422, -1.054], [1.257, -2.602, 1.670], [1.345, -1.599, -5.535], [2.715, -3.246, 3.061], [-1.367, 1.515, 2.844], [1.760, 3.270, -1.268], [1.338, -2.314, 3.757], [0.300, 3.040, 2.309], [2.596, -1.458, 2.842], [-2.794, 0.689, 2.135], [-3.040, -0.571, -1.489], [-3.235, -0.547, 0.296], [-1.696, 0.076, -3.124], [0.418, 4.252, -1.932], [-2.750, 2.479, 2.250], [-4.079, 0.671, -0.708], [-0.761, -2.238, -0.607], [-0.237, 4.428, 1.323], [-0.320, 1.123, -3.547], [0.987, 2.781, -2.797], [1.312, 3.614, 0.966], [-1.983, 1.805, -3.526]]
}

Record 3
{
  "formula": "C16H29Br2N2O5PSi2",
  "method": "wB97M-V/def2-TZVPD",
  "energy_ha": -7180.8803,
  "total_charge": 0,
  "gap_ha": 0.307,
  "homo_ev": -8.66,
  "symbols": ["Br", "Br", "P", "Si", "Si", "O", "O", "O", "O", "O", "N", "N", "C", "C", "C", "C", "C", "C", "C", "C", "C", "C", "C", "C", "C", "C", "C", "C", "H", "H", "H", "H", "H", "H", "H", "H", "H", "H", "H", "H", "H", "H", "H", "H", "H", "H", "H", "H", "H", "H", "H", "H", "H", "H", "H", "H", "H"],
  "positions_angstrom": [[-5.526, -2.599, -3.173], [-0.527, 3.501, -1.548], [-0.418, -0.183, -2.512], [-1.975, -0.369, -0.967], [-3.629, -1.323, -3.174], [-0.794, 0.878, -3.647], [-3.539, -0.159, -1.817], [-6.706, 2.701, 0.054], [0.580, 2.124, 0.719], [5.242, 0.122, 1.495], [-5.123, 4.385, 0.206], [6.349, -1.704, 2.390], [7.334, -2.199, 3.330], [-5.583, 3.139, -0.163], [-0.906, -2.336, 1.050], [1.598, -0.932, 0.691], [0.543, -2.107, 0.250], [2.151, -2.979, -1.926], [-0.545, 2.120, -0.049], [3.221, -1.779, -1.505], [6.060, -0.362, 2.267], [5.647, -2.652, 1.550], [0.781, -3.145, -1.039], [-1.796, 1.107, 0.260], [-6.015, 5.281, 0.913], [-2.071, -2.109, -0.127], [-3.777, 4.830, -0.090], [2.969, -0.779, -0.213], [-3.641, -0.488, -4.397], [4.573, -2.569, 1.741], [4.174, -1.691, -2.213], [-5.515, 6.226, 1.138], [2.296, -3.691, -2.845], [6.650, 0.271, 2.951], [5.838, -2.409, 0.501], [6.845, -2.889, 4.025], [-0.983, -3.421, 1.531], [-2.060, -3.012, -0.906], [-2.790, 1.744, 0.195], [-3.266, 5.060, 0.849], [-1.678, 0.691, 1.358], [-2.402, -2.138, -3.281], [-4.826, 2.539, -0.694], [-1.048, -1.531, 1.912], [7.785, -1.380, 3.897], [-6.896, 5.469, 0.292], [-0.035, -3.950, -1.288], [-3.829, 5.730, -0.709], [-6.336, 4.802, 1.843], [0.861, 0.282, -1.956], [-0.117, -1.424, -3.205], [-3.215, 4.059, -0.624], [1.372, -0.218, 1.610], [3.715, 0.078, 0.071], [8.116, -2.728, 2.779], [5.979, -3.673, 1.758], [-3.110, -2.214, 0.442]]
}

Record 4
{
  "formula": "C6H12N2",
  "method": "wB97M-V/def2-TZVPD",
  "energy_ha": -345.3186,
  "total_charge": 0,
  "gap_ha": 0.348,
  "homo_ev": -8.59,
  "smiles": "Cc1c[nH]cn1.CC",
  "symbols": ["N", "N", "C", "C", "C", "C", "C", "C", "H", "H", "H", "H", "H", "H", "H", "H", "H", "H", "H", "H"],
  "positions_angstrom": [[-1.567, -0.412, 0.401], [-1.163, 1.734, 0.514], [1.852, 0.282, -1.947], [1.246, -1.054, -2.390], [-1.665, 0.724, -0.227], [-0.967, -0.144, 1.589], [-0.703, 1.196, 1.686], [-0.793, -1.106, 2.728], [-1.777, -1.443, 3.025], [-0.224, -2.006, 2.470], [2.791, 0.057, -1.466], [-0.355, 1.813, 2.498], [1.350, 0.745, -1.110], [1.354, -1.780, -1.598], [1.793, -1.446, -3.250], [1.973, 0.895, -2.835], [0.203, -1.004, -2.709], [-2.139, 0.882, -1.182], [-1.035, 2.702, 0.312], [-0.173, -0.637, 3.492]]
}

Record 5
{
  "formula": "C3H15NO6",
  "method": "wB97M-V/def2-TZVPD",
  "energy_ha": -629.4928,
  "total_charge": 0,
  "gap_ha": 0.391,
  "homo_ev": -10.26,
  "smiles": "NCCC(=O)O.O.O.O.O",
  "symbols": ["O", "O", "O", "O", "O", "O", "N", "C", "C", "C", "H", "H", "H", "H", "H", "H", "H", "H", "H", "H", "H", "H", "H", "H", "H"],
  "positions_angstrom": [[-2.297, -1.309, -2.284], [0.736, -2.380, 1.513], [-2.564, 0.229, 0.208], [-1.990, -1.846, 1.912], [0.072, 2.255, -1.625], [-0.158, 0.944, 0.168], [2.353, 0.269, 1.238], [2.746, 1.014, 0.071], [0.505, 1.351, -0.985], [1.881, 0.743, -1.144], [1.815, -0.320, -1.362], [3.788, 0.926, -0.175], [-0.219, -2.357, 1.715], [2.342, 1.155, -2.056], [2.704, 2.127, 0.252], [-2.158, -1.637, 0.985], [-2.508, -1.221, 2.433], [-3.335, 0.786, 0.327], [1.951, -0.660, 1.218], [-1.728, 0.755, 0.173], [-1.949, -1.560, -1.418], [0.535, 0.546, 0.738], [0.714, -1.539, 1.039], [2.985, 0.295, 2.022], [-2.503, -0.380, -2.138]]
}

Record 6
{
  "formula": "C2H3N3O",
  "method": "wB97M-V/def2-TZVPD",
  "energy_ha": -317.5078,
  "total_charge": 0,
  "gap_ha": 0.379,
  "homo_ev": -9.53,
  "smiles": "O=c1[nH]cn[nH]1",
  "symbols": ["O", "N", "N", "N", "C", "C", "H", "H", "H"],
  "positions_angstrom": [[-1.665, 1.445, -0.154], [-0.946, -0.720, -0.297], [0.223, -1.456, -0.136], [0.600, 0.784, 0.101], [-0.751, 0.645, -0.122], [1.162, -0.595, 0.024], [-1.728, -1.001, 0.274], [0.880, 1.769, 0.234], [2.226, -0.872, 0.075]]
}